(one)
Computed, not measured: C6H10O in the gas phase, with ωB97M-V with the def2-TZVPD basis set.

Last column: Mulliken charge in e.
Geometry (Å):
1 C 0.911 -1.175 -0.537  -0.31
2 C 0.044 -1.640 0.357  -0.33
3 C -1.245 -0.887 0.567  -0.59
4 O -1.340 0.448 1.020  -0.41
5 C -0.175 1.216 1.017  -0.54
6 C 0.511 1.381 -0.328  -0.41
7 C 0.614 0.132 -1.203  -0.51
8 H 1.637 -1.839 -0.997  0.34
9 H 0.009 -2.701 0.597  0.32
10 H -1.896 -1.429 1.253  0.34
11 H -1.599 -0.856 -0.476  0.31
12 H 0.528 0.810 1.750  0.34
13 H -0.502 2.207 1.342  0.35
14 H 1.495 1.809 -0.116  0.31
15 H -0.051 2.124 -0.899  0.26
16 H -0.424 -0.020 -1.574  0.16
17 H 1.351 0.318 -1.997  0.37

Values from the calculation:
LUMO, Ha: 0.040
SMILES: C1=CCOCCC1
HOMO-LUMO gap, eV: 10.18

---

(two)
Computed, not measured: C6H10O in the gas phase, with ωB97M-V with the def2-TZVPD basis set.

Last column: Mulliken charge in e.
Geometry (Å):
1 C 2.131 0.382 -0.675  -1.12
2 C 0.978 -0.578 -0.699  -0.39
3 C -0.284 -0.358 -0.326  1.06
4 C -1.333 -1.437 -0.414  -1.36
5 C -0.784 0.946 0.240  -1.00
6 C -0.812 0.960 1.758  0.06
7 O -0.215 0.184 2.463  -0.46
8 H 2.654 0.379 -1.638  0.34
9 H 1.828 1.412 -0.462  0.27
10 H 2.862 0.090 0.089  0.27
11 H 1.221 -1.579 -1.056  0.30
12 H -2.048 -1.221 -1.219  0.29
13 H -0.889 -2.418 -0.609  0.37
14 H -1.907 -1.506 0.519  0.32
15 H -1.801 1.169 -0.114  0.36
16 H -0.172 1.806 -0.065  0.33
17 H -1.429 1.769 2.207  0.37

Values from the calculation:
LUMO, Ha: 0.037
SMILES: C/C=C(/C)CC=O
HOMO-LUMO gap, eV: 10.06

---

Least stable structure: (one)

---

(one)
Computed, not measured: 2 unconnected molecules or ions with the total composition C9H14, with ωB97M-V with the def2-TZVPD basis set.

Last column: Mulliken charge in e.
Geometry (Å):
1 C 0.410 2.272 0.613  -1.19
2 C 0.789 1.131 -0.188  1.25
3 C 0.480 -0.124 0.397  -0.92
4 C 0.840 -1.193 -0.437  -0.04
5 C 1.452 -1.149 -1.776  -0.62
6 C 1.425 0.142 -2.317  -0.46
7 C 1.264 1.306 -1.458  -0.62
8 H -0.726 2.374 0.722  0.21
9 H 0.814 3.260 0.093  0.25
10 H 0.658 2.469 1.748  0.28
11 H 0.291 -0.423 1.316  0.65
12 H 0.782 -2.216 -0.051  0.29
13 H 1.604 -2.176 -2.165  0.33
14 H 1.602 0.014 -3.372  0.35
15 H 1.428 2.384 -1.724  0.22
16 C -2.682 -0.505 2.329  -0.75
17 C -2.480 -1.735 1.443  -0.77
18 H -1.900 -0.153 3.066  0.25
19 H -2.939 0.428 1.727  0.22
20 H -3.605 -0.556 3.162  0.26
21 H -3.228 -2.424 1.569  0.37
22 H -1.594 -2.442 1.826  0.18
23 H -2.175 -1.404 0.446  0.26

Values from the calculation:
LUMO, Ha: 0.036
SMILES: Cc1ccccc1.CC
HOMO-LUMO gap, eV: 9.95

---

(two)
Computed, not measured: 2 unconnected molecules or ions with the total composition C9H14, with ωB97M-V with the def2-TZVPD basis set.

Last column: Mulliken charge in e.
Geometry (Å):
1 C 1.041 -3.103 -1.011  -1.27
2 C 1.407 -1.693 -1.219  0.77
3 C 0.377 -0.730 -1.431  -0.38
4 C 0.622 0.608 -1.612  -0.40
5 C 1.923 1.104 -1.546  -0.58
6 C 2.944 0.166 -1.509  -0.29
7 C 2.703 -1.199 -1.391  -0.46
8 H 1.819 -3.714 -1.487  0.33
9 H 0.121 -3.367 -1.526  0.33
10 H 0.988 -3.576 -0.027  0.27
11 H -0.633 -1.120 -1.472  0.29
12 H -0.228 1.267 -1.739  0.36
13 H 2.133 2.127 -1.826  0.34
14 H 3.961 0.493 -1.694  0.34
15 H 3.483 -1.941 -1.315  0.33
16 C -3.233 1.573 2.017  -0.81
17 C -2.448 2.075 3.223  -0.78
18 H -3.176 0.532 1.695  0.28
19 H -4.289 1.842 2.026  0.28
20 H -2.879 2.101 1.124  0.24
21 H -1.652 2.705 2.838  0.24
22 H -1.927 1.345 3.864  0.28
23 H -3.054 2.506 4.018  0.28

Values from the calculation:
LUMO, Ha: 0.034
SMILES: Cc1ccccc1.CC
HOMO-LUMO gap, eV: 9.93

---

Least stable structure: (one)

---

(one)
Computed, not measured: 2 unconnected molecules or ions with the total composition C9H14, with ωB97M-V with the def2-TZVPD basis set.

Last column: Mulliken charge in e.
Geometry (Å):
1 C 0.242 1.249 1.755  -1.36
2 C 1.018 0.058 1.244  0.83
3 C 1.057 -1.136 1.983  -0.44
4 C 1.726 -2.229 1.473  -0.39
5 C 2.237 -2.210 0.183  -0.46
6 C 2.269 -1.028 -0.523  -0.57
7 C 1.524 0.057 -0.042  -0.30
8 H 0.956 1.990 2.128  0.34
9 H -0.554 1.005 2.444  0.37
10 H -0.099 1.808 0.890  0.28
11 H 0.434 -1.171 2.863  0.31
12 H 1.792 -3.154 2.019  0.36
13 H 2.773 -3.077 -0.185  0.33
14 H 2.796 -0.821 -1.441  0.36
15 H 1.334 0.898 -0.701  0.34
16 C -3.046 0.683 -1.373  -0.86
17 C -1.873 1.255 -2.149  -0.65
18 H -3.256 -0.304 -1.702  0.29
19 H -2.843 0.680 -0.327  0.26
20 H -3.976 1.206 -1.606  0.29
21 H -1.908 1.195 -3.234  0.35
22 H -0.942 0.757 -1.851  0.08
23 H -1.663 2.286 -1.845  0.26

Values from the calculation:
LUMO, Ha: 0.037
SMILES: Cc1ccccc1.CC
HOMO-LUMO gap, eV: 10.05

---

(two)
Computed, not measured: 2 unconnected molecules or ions with the total composition C9H14, with ωB97M-V with the def2-TZVPD basis set.

Last column: Mulliken charge in e.
Geometry (Å):
1 C 0.210 -1.377 1.078  -1.42
2 C 0.308 0.017 1.398  0.92
3 C 0.727 0.937 0.480  -0.07
4 C 0.701 2.363 0.745  -0.64
5 C 0.361 2.717 2.025  -0.53
6 C -0.267 1.759 2.808  -0.20
7 C -0.457 0.432 2.537  -0.80
8 H 0.994 -1.935 1.652  0.34
9 H 0.418 -1.912 0.236  0.31
10 H -0.655 -1.953 1.494  0.35
11 H 0.975 0.750 -0.625  0.32
12 H 0.795 3.145 0.057  0.40
13 H 0.258 3.673 2.529  0.31
14 H -0.592 2.214 3.716  0.32
15 H -0.901 -0.035 3.331  0.40
16 C -0.562 -1.403 -2.090  -0.85
17 C -0.217 -1.309 -3.767  -0.95
18 H -1.409 -1.991 -1.895  0.44
19 H 0.283 -1.999 -1.752  0.24
20 H -0.643 -0.451 -1.541  0.22
21 H -1.127 -1.088 -4.302  0.29
22 H 0.385 -0.441 -3.915  0.31
23 H 0.417 -2.114 -4.199  0.28

Values from the calculation:
LUMO, Ha: 0.035
SMILES: Cc1ccccc1.CC
HOMO-LUMO gap, eV: 9.89

---

(three)
Computed, not measured: 2 unconnected molecules or ions with the total composition C9H14, with ωB97M-V with the def2-TZVPD basis set.

Last column: Mulliken charge in e.
Geometry (Å):
1 C -2.673 -0.846 -1.267  -1.33
2 C -1.499 0.089 -1.030  0.67
3 C -1.804 1.325 -0.403  -0.29
4 C -0.778 2.258 -0.132  -0.67
5 C 0.520 1.960 -0.509  -0.37
6 C 0.902 0.732 -1.099  -0.96
7 C -0.184 -0.132 -1.365  -0.01
8 H -2.324 -1.732 -1.883  0.32
9 H -3.416 -0.288 -1.887  0.36
10 H -3.149 -1.159 -0.315  0.29
11 H -2.822 1.599 -0.136  0.35
12 H -1.113 3.182 0.232  0.45
13 H 1.309 2.690 -0.330  0.34
14 H 1.923 0.585 -1.285  0.70
15 H 0.051 -1.098 -1.955  0.12
16 C 2.018 -0.805 2.344  -0.97
17 C 1.679 -1.515 1.044  -0.45
18 H 1.372 -0.999 3.143  0.33
19 H 3.014 -0.884 2.722  0.32
20 H 1.856 0.253 2.133  0.23
21 H 2.327 -2.456 0.822  0.33
22 H 2.133 -0.936 0.193  -0.01
23 H 0.659 -1.824 0.963  0.26

Values from the calculation:
LUMO, Ha: 0.038
SMILES: Cc1ccccc1.CC
HOMO-LUMO gap, eV: 10.02

---

(four)
Computed, not measured: 2 unconnected molecules or ions with the total composition C9H14, with ωB97M-V with the def2-TZVPD basis set.

Last column: Mulliken charge in e.
Geometry (Å):
1 C -1.311 -0.822 -3.798  -1.37
2 C -0.397 -0.748 -2.605  0.76
3 C 0.976 -0.716 -2.730  -0.38
4 C 1.819 -0.536 -1.634  -0.56
5 C 1.240 -0.321 -0.391  -0.25
6 C -0.139 -0.334 -0.258  -0.02
7 C -0.972 -0.539 -1.339  -0.67
8 H -2.077 -0.055 -3.795  0.35
9 H -1.690 -1.830 -3.950  0.29
10 H -0.786 -0.581 -4.736  0.36
11 H 1.384 -0.851 -3.729  0.30
12 H 2.899 -0.549 -1.693  0.37
13 H 1.893 -0.350 0.468  0.34
14 H -0.558 -0.204 0.731  0.12
15 H -2.030 -0.665 -1.157  0.34
16 C -0.278 1.668 4.346  -0.92
17 C 0.200 0.620 3.334  -0.66
18 H -0.751 2.494 3.840  0.29
19 H -0.938 1.213 5.080  0.27
20 H 0.556 2.058 4.921  0.27
21 H 1.167 0.194 3.587  0.32
22 H -0.530 -0.177 3.182  0.31
23 H 0.322 1.031 2.328  0.13

Values from the calculation:
LUMO, Ha: 0.039
SMILES: Cc1ccccc1.CC
HOMO-LUMO gap, eV: 10.09

---

Least stable structure: (two)

---

(one)
Computed, not measured: 2 unconnected molecules or ions with the total composition C9H14, with ωB97M-V with the def2-TZVPD basis set.

Last column: Mulliken charge in e.
Geometry (Å):
1 C -1.147 -0.466 2.318  -1.47
2 C -0.828 -0.959 0.938  1.08
3 C 0.242 -1.746 0.677  -0.42
4 C 0.513 -2.223 -0.628  -0.31
5 C -0.295 -1.887 -1.668  -0.71
6 C -1.421 -1.093 -1.387  -0.24
7 C -1.721 -0.606 -0.122  -0.73
8 H -1.861 0.364 2.265  0.36
9 H -0.277 -0.036 2.820  0.31
10 H -1.659 -1.162 2.986  0.32
11 H 1.011 -1.964 1.409  0.35
12 H 1.441 -2.772 -0.738  0.35
13 H -0.213 -2.194 -2.703  0.40
14 H -2.233 -0.862 -2.071  0.33
15 H -2.647 -0.072 0.020  0.35
16 C 0.752 2.587 -0.798  -0.61
17 C 1.967 1.884 -0.204  -0.80
18 H -0.074 1.875 -0.898  0.07
19 H 0.584 3.455 -0.173  0.27
20 H 0.865 2.823 -1.858  0.31
21 H 2.060 0.823 -0.462  0.19
22 H 2.906 2.290 -0.602  0.33
23 H 2.034 1.942 0.878  0.27

Values from the calculation:
LUMO, Ha: 0.039
SMILES: Cc1ccccc1.CC
HOMO-LUMO gap, eV: 10.22

---

(two)
Computed, not measured: 2 unconnected molecules or ions with the total composition C9H14, with ωB97M-V with the def2-TZVPD basis set.

Last column: Mulliken charge in e.
Geometry (Å):
1 C 1.312 1.609 -1.989  -1.83
2 C 1.399 0.256 -1.288  0.62
3 C 0.930 -0.107 -0.106  -0.57
4 C 1.508 -1.160 0.731  -0.50
5 C 2.415 -2.057 0.071  -0.43
6 C 2.540 -1.917 -1.282  -0.24
7 C 2.066 -0.806 -2.004  -0.31
8 H 0.434 1.556 -2.750  0.28
9 H 2.091 1.895 -2.505  0.52
10 H 1.111 2.415 -1.477  0.57
11 H 0.315 0.554 0.324  0.52
12 H 1.105 -1.319 1.667  0.45
13 H 2.879 -2.835 0.686  0.35
14 H 3.063 -2.623 -2.001  0.24
15 H 2.076 -0.905 -3.099  0.33
16 C -3.531 0.765 2.587  -1.00
17 C -2.831 0.532 1.195  -0.72
18 H -4.203 -0.045 2.885  0.29
19 H -2.774 0.864 3.301  0.33
20 H -3.809 1.774 2.635  0.33
21 H -2.415 1.559 0.848  0.22
22 H -3.527 0.285 0.387  0.33
23 H -2.155 -0.288 1.184  0.23

Values from the calculation:
LUMO, Ha: 0.035
SMILES: Cc1ccccc1.CC
HOMO-LUMO gap, eV: 9.67

---

Least stable structure: (two)

---

(one)
Computed, not measured: 2 unconnected molecules or ions with the total composition C9H14, with ωB97M-V with the def2-TZVPD basis set.

Last column: Mulliken charge in e.
Geometry (Å):
1 C -0.005 -1.443 -1.879  -1.55
2 C -0.654 -0.713 -0.732  0.62
3 C -0.755 -1.228 0.564  -0.04
4 C -1.629 -0.670 1.481  -0.53
5 C -2.262 0.539 1.247  -0.43
6 C -2.134 1.092 -0.024  -0.53
7 C -1.383 0.435 -1.001  -0.34
8 H 0.315 -0.765 -2.666  0.35
9 H -0.651 -2.256 -2.194  0.36
10 H 0.967 -1.851 -1.574  0.35
11 H -0.075 -2.038 0.802  0.34
12 H -1.608 -1.121 2.463  0.32
13 H -2.857 1.105 1.947  0.41
14 H -2.748 1.921 -0.345  0.37
15 H -1.446 0.934 -1.959  0.29
16 C 2.559 0.219 0.185  -0.76
17 C 1.700 1.316 0.839  -0.57
18 H 2.052 -0.735 0.324  0.12
19 H 2.456 0.365 -0.883  0.21
20 H 3.635 0.259 0.312  0.38
21 H 0.696 1.349 0.435  0.06
22 H 1.545 1.060 1.893  0.22
23 H 2.281 2.225 0.762  0.36

Values from the calculation:
LUMO, Ha: 0.039
SMILES: Cc1ccccc1.CC
HOMO-LUMO gap, eV: 10.17

---

(two)
Computed, not measured: 2 unconnected molecules or ions with the total composition C9H14, with ωB97M-V with the def2-TZVPD basis set.

Last column: Mulliken charge in e.
Geometry (Å):
1 C -1.825 2.470 -0.749  -1.43
2 C -0.558 1.785 -0.310  0.89
3 C -0.350 0.444 -0.539  -0.46
4 C 0.835 -0.182 -0.121  -0.06
5 C 1.832 0.599 0.434  -0.73
6 C 1.588 1.947 0.645  -0.21
7 C 0.434 2.609 0.240  -0.69
8 H -2.176 3.045 0.114  0.34
9 H -2.650 1.841 -1.071  0.36
10 H -1.610 3.223 -1.494  0.33
11 H -1.089 -0.164 -1.045  0.31
12 H 0.813 -1.254 -0.189  0.22
13 H 2.743 0.190 0.817  0.39
14 H 2.398 2.560 1.032  0.31
15 H 0.361 3.682 0.246  0.39
16 C -1.065 -3.723 -0.346  -0.75
17 C -0.102 -4.113 0.772  -0.81
18 H -1.962 -3.306 0.072  0.27
19 H -0.697 -2.907 -0.927  0.18
20 H -1.281 -4.544 -1.024  0.34
21 H 0.657 -4.768 0.352  0.25
22 H -0.555 -4.660 1.596  0.31
23 H 0.448 -3.251 1.149  0.25

Values from the calculation:
LUMO, Ha: 0.039
SMILES: Cc1ccccc1.CC
HOMO-LUMO gap, eV: 10.10

---

(three)
Computed, not measured: 2 unconnected molecules or ions with the total composition C9H14, with ωB97M-V with the def2-TZVPD basis set.

Last column: Mulliken charge in e.
Geometry (Å):
1 C 2.673 0.756 -0.445  -1.42
2 C 1.268 1.103 -0.720  0.93
3 C 0.385 1.594 0.281  -0.60
4 C -0.987 1.525 -0.069  -0.38
5 C -1.467 1.274 -1.325  -0.41
6 C -0.612 1.055 -2.360  -0.50
7 C 0.763 1.005 -2.015  -0.42
8 H 3.064 1.581 0.059  0.41
9 H 3.314 0.731 -1.330  0.38
10 H 2.794 -0.171 0.042  0.30
11 H 0.806 1.711 1.269  0.36
12 H -1.699 1.596 0.736  0.40
13 H -2.490 1.575 -1.632  0.32
14 H -1.013 0.929 -3.346  0.42
15 H 1.490 0.652 -2.770  0.22
16 C -0.776 -2.088 1.024  -0.66
17 C -1.176 -2.337 2.410  -0.90
18 H -0.236 -2.820 0.585  0.44
19 H -1.641 -1.814 0.382  0.29
20 H -0.463 -1.108 0.962  -0.01
21 H -1.604 -1.308 2.887  0.19
22 H -0.342 -2.464 2.925  0.37
23 H -2.052 -2.976 2.448  0.30

Values from the calculation:
LUMO, Ha: 0.036
SMILES: Cc1ccccc1.CC
HOMO-LUMO gap, eV: 10.01

---

Least stable structure: (three)